1.
Here is a structure of composition C3H7NO2S2 at a distorted geometry from OMol25. Energies are from ωB97M-V with the def2-TZVPD basis set.

Geometry as ORCA input:
```
! RIJCOSX wB97M-V def2-TZVPD def2/J DEFGRID3
* xyz 0 1
C -0.957 -0.669 -0.657
C -1.596 0.717 -0.794
C 0.918 0.571 0.339
N 0.412 -0.569 -0.020
O 3.242 -0.820 0.275
O 3.075 1.197 -1.105
S -0.102 1.899 -0.065
S 3.034 0.630 0.222
H -1.637 -1.304 0.078
H -1.043 -1.377 -1.566
H -1.487 1.071 -1.810
H -2.503 0.791 -0.174
H -1.082 0.019 2.399
H 0.871 -1.433 0.137
H -1.144 -0.723 2.743
*
```

## Properties
E_HOMO (hartree): -0.3238
Largest force on an atom (eV/A): 3.40
Gap between HOMO and LUMO (eV): 8.80
Energy relative to the best compared isomer or geometry (same formula, charge and spin) (kJ/mol): 366.5

Here are the natural (NBO) charges for atoms 1 to 8, given in e:
1 C -0.282
2 C -0.473
3 C -0.071
4 N -0.529
5 O -0.979
6 O -0.937
7 S 0.274
8 S 1.628

2.
Here is a cluster of 11 separate species, C61H88ClFN11O11PS3 in total at a distorted geometry from OMol25. Energies are from ωB97M-V with the def2-TZVPD basis set.

Geometry as ORCA input:
```
! RIJCOSX wB97M-V def2-TZVPD def2/J DEFGRID3
* xyz 0 1
C -0.304 3.284 4.513
C 0.573 3.328 3.215
C -0.159 2.845 1.934
C 0.770 2.214 0.865
C 1.384 0.850 1.342
C 0.291 -0.301 1.237
C 0.665 -1.439 2.235
C -0.326 -2.596 2.611
C 0.042 -3.683 1.495
C 0.068 -3.279 0.010
C 1.450 -2.939 -0.618
N -0.883 -3.246 -0.820
C -1.862 -2.231 2.502
F -2.183 -1.669 1.255
C -2.764 -3.528 2.405
C -4.306 -3.319 2.302
C -5.086 -3.455 3.670
C -6.164 -2.363 3.948
S -7.241 -1.968 2.548
O -6.649 -0.945 1.736
O -8.450 -1.424 3.092
O -7.505 -3.247 1.564
C -2.368 -1.205 3.551
S -1.205 0.127 4.064
Cl -3.798 -0.238 2.989
O -2.642 -1.906 4.763
S -1.462 -2.909 5.291
O -0.963 -2.420 6.538
O -2.230 -4.093 5.571
C -0.091 -3.241 4.096
C 0.119 -4.792 4.070
C 0.330 -5.688 5.309
O -0.077 -5.286 6.619
C 0.471 -6.085 7.599
O 1.457 -5.731 8.124
P 1.493 -2.607 4.916
O 2.636 -2.780 4.022
O 1.351 -1.082 5.458
O 1.873 -3.386 6.254
H 0.071 2.451 5.137
H -0.175 4.194 5.117
H -1.354 3.095 4.252
H 1.502 2.776 3.435
H 0.876 4.376 3.050
H -0.603 3.744 1.468
H -1.009 2.191 2.187
H 0.181 2.061 -0.056
H 1.567 2.943 0.637
H 2.170 0.582 0.618
H 1.736 1.006 2.371
H -0.663 0.207 1.439
H 0.270 -0.566 0.170
H 1.610 -1.871 1.874
H 0.995 -0.819 3.081
H 1.091 -3.937 1.727
H -0.529 -4.616 1.572
H 1.371 -1.970 -1.126
H 2.252 -2.970 0.134
H 1.694 -3.715 -1.359
H -1.728 -3.524 -0.310
H -2.504 -4.073 1.486
H -2.585 -4.244 3.221
H -4.685 -4.162 1.691
H -4.609 -2.440 1.712
H -5.630 -4.420 3.684
H -4.415 -3.510 4.541
H -6.850 -2.790 4.704
H -5.774 -1.453 4.420
H -7.002 -4.000 1.928
H -1.883 0.763 5.061
H -0.735 -5.206 3.515
H 1.038 -4.949 3.482
H 1.395 -5.985 5.404
H -0.169 -6.662 5.110
H 0.018 -7.055 7.881
H 2.006 -0.531 4.999
H 1.424 -3.001 7.031
N 2.450 1.455 -2.750
C 3.776 1.469 -2.404
C 4.388 2.471 -3.108
C 3.393 3.091 -3.909
C 2.212 2.445 -3.663
H 1.760 0.819 -2.391
H 4.168 0.765 -1.688
H 5.434 2.731 -3.056
H 3.528 3.919 -4.588
H 1.222 2.600 -4.060
N 5.764 5.618 -3.935
C 7.088 5.632 -3.590
C 7.699 6.634 -4.295
C 6.704 7.253 -5.095
C 5.522 6.606 -4.848
H 5.077 4.981 -3.573
H 7.479 4.929 -2.875
H 8.744 6.895 -4.244
H 6.841 8.080 -5.773
H 4.533 6.762 -5.243
N -1.699 -1.196 -3.337
C -0.985 -0.412 -4.188
C -1.871 0.324 -4.936
C -3.178 -0.041 -4.508
C -3.030 -0.979 -3.517
H -1.300 -1.838 -2.670
H 0.093 -0.445 -4.183
H -1.612 1.042 -5.698
H -4.115 0.340 -4.882
H -3.753 -1.514 -2.925
N -8.504 -2.113 -2.715
C -8.163 -2.262 -4.035
C -6.849 -2.647 -4.090
C -6.383 -2.740 -2.751
C -7.423 -2.408 -1.933
H -9.406 -1.833 -2.376
H -8.882 -2.080 -4.816
H -6.285 -2.842 -4.988
H -5.395 -3.018 -2.423
H -7.477 -2.360 -0.863
N 2.291 8.537 -5.681
C 1.210 9.055 -5.020
C 1.621 10.182 -4.360
C 3.003 10.355 -4.637
C 3.387 9.327 -5.455
H 2.282 7.707 -6.245
H 0.246 8.578 -5.076
H 0.999 10.814 -3.747
H 3.642 11.145 -4.276
H 4.341 9.089 -5.895
N 3.515 1.460 -7.036
C 4.702 0.791 -7.137
C 4.677 0.057 -8.295
C 3.426 0.298 -8.921
C 2.733 1.170 -8.121
H 3.258 2.073 -6.280
H 5.460 0.892 -6.378
H 5.468 -0.581 -8.654
H 3.075 -0.119 -9.851
H 1.753 1.606 -8.229
N -0.748 -7.236 12.753
C -0.752 -6.524 11.584
C 0.500 -6.611 11.032
C 1.288 -7.412 11.902
C 0.490 -7.783 12.951
H -1.533 -7.340 13.371
H -1.642 -6.018 11.248
H 0.815 -6.154 10.110
H 2.323 -7.684 11.770
H 0.696 -8.387 13.819
N 8.677 2.684 -1.220
C 8.246 1.507 -1.772
C 9.085 0.511 -1.348
C 10.058 1.109 -0.504
C 9.778 2.448 -0.443
H 8.252 3.582 -1.363
H 7.384 1.481 -2.417
H 9.010 -0.531 -1.613
H 10.870 0.612 0.002
H 10.266 3.251 0.084
N 1.911 2.837 -12.549
C 2.299 2.713 -13.856
C 3.605 2.300 -13.869
C 4.020 2.164 -12.517
C 2.953 2.499 -11.727
H 1.002 3.130 -12.240
H 1.615 2.931 -14.659
H 4.197 2.114 -14.750
H 4.990 1.854 -12.165
H 2.845 2.527 -10.656
N -10.222 1.882 4.910
C -10.803 2.056 6.138
C -10.532 0.946 6.893
C -9.751 0.070 6.090
C -9.575 0.677 4.874
H -10.263 2.538 4.152
H -11.359 2.951 6.366
H -10.856 0.780 7.907
H -9.363 -0.895 6.374
H -9.048 0.356 3.991
*
```

## Properties
SMILES: [H]/N=C(/C)C[C@@]1(CCCCCCC)[C@@](F)(CCCCS(=O)(=O)O)[C@@](S)(Cl)OS(=O)(=O)[C@]1(CCOC=O)P(=O)(O)O.c1cc[nH]c1.c1cc[nH]c1.c1cc[nH]c1.c1cc[nH]c1.c1cc[nH]c1.c1cc[nH]c1.c1cc[nH]c1.c1cc[nH]c1.c1cc[nH]c1.c1cc[nH]c1
E_HOMO (hartree): -0.2936
Largest force on an atom (eV/A): 4.39
Gap between HOMO and LUMO (eV): 7.79

Here are the Mulliken charges for atoms 1 to 8, given in e:
1 C -0.949
2 C -0.411
3 C -0.628
4 C -0.954
5 C -0.488
6 C -0.103
7 C -2.089
8 C 3.109

3.
Here is a structure of composition C16H12AlN5O2S2Se2 at a distorted geometry from OMol25. Energies are from ωB97M-V with the def2-TZVPD basis set.

Geometry as ORCA input:
```
! RIJCOSX wB97M-V def2-TZVPD def2/J DEFGRID3
* xyz 0 1
Al -0.250 -0.164 0.145
S 1.250 0.593 1.713
C -0.169 0.886 2.692
S -1.668 0.814 1.825
C -0.084 1.158 4.036
C 1.189 1.163 4.716
N 2.207 1.153 5.263
C -1.254 1.417 4.832
N -2.188 1.625 5.477
Se 0.964 2.989 -1.104
Se 1.792 1.805 -2.883
C 2.431 0.202 -2.024
C 3.676 -0.241 -2.457
C 4.191 -1.417 -1.948
C 3.447 -2.121 -1.019
C 2.221 -1.615 -0.646
N 1.697 -0.464 -1.124
C -0.863 2.477 -1.394
C -1.754 3.416 -1.881
C -3.049 3.021 -2.177
C -3.398 1.694 -2.000
C -2.458 0.822 -1.493
N -1.209 1.205 -1.167
H 4.221 0.346 -3.181
H 5.165 -1.774 -2.264
H 3.808 -3.044 -0.584
H 1.612 -2.158 0.061
H -1.422 4.432 -2.038
H -3.766 3.735 -2.564
H -4.390 1.333 -2.242
H -2.698 -0.218 -1.317
N -0.428 -1.903 1.615
C -1.249 -2.944 0.974
C -1.294 -2.690 -0.532
O -1.745 -3.500 -1.306
O -0.869 -1.478 -0.854
H 0.417 -2.276 2.021
H -0.914 -1.429 2.361
H -2.280 -2.900 1.320
H -0.886 -3.952 1.151
*
```

## Properties
E_HOMO (hartree): -0.2967
Largest force on an atom (eV/A): 1.07
Gap between HOMO and LUMO (eV): 6.94
Energy relative to the best compared isomer or geometry (same formula, charge and spin) (kJ/mol): 0.0

Here are the natural (NBO) charges for atoms 1 to 8, given in e:
1 Al 1.646
2 S -0.262
3 C -0.214
4 S -0.269
5 C -0.425
6 C 0.293
7 N -0.325
8 C 0.292

4.
Here is a cluster of 2 separate species, C2H5ClN2OS in total at a distorted geometry from OMol25. Energies are from ωB97M-V with the def2-TZVPD basis set.

Geometry as ORCA input:
```
! RIJCOSX wB97M-V def2-TZVPD def2/J DEFGRID3
* xyz 0 1
C -0.395 -0.231 1.713
C -0.049 -0.500 -0.646
N 2.911 1.659 -0.350
N -0.273 0.167 0.499
O -0.250 -1.377 2.267
S 2.847 0.175 0.253
Cl 0.106 -2.295 -0.620
H -0.678 0.455 2.495
H 0.830 -0.165 -1.266
H -0.716 -0.182 -1.394
H 3.852 1.936 -0.587
H -0.073 -2.144 1.664
*
```

## Properties
SMILES: O/C=N\CCl.N=S
E_HOMO (alpha / beta) (hartree): -0.3237 / -0.3232
Largest force on an atom (eV/A): 3.91
Gap between HOMO and LUMO (alpha / beta) (eV): 7.38 / 7.36
Energy relative to the best compared isomer or geometry (same formula, charge and spin) (kJ/mol): 257.1

Here are the natural (NBO) charges for atoms 1 to 8, given in e:
1 C 0.451
2 C -0.208
3 N -0.708
4 N -0.526
5 O -0.668
6 S 0.368
7 Cl -0.144
8 H 0.161

5.
Here is a cluster of 2 separate species, C5H16N2O in total at a distorted geometry from OMol25. Energies are from ωB97M-V with the def2-TZVPD basis set.

Geometry as ORCA input:
```
! RIJCOSX wB97M-V def2-TZVPD def2/J DEFGRID3
* xyz 1 2
C -0.400 1.281 2.330
C -0.218 -0.132 1.836
C 0.783 -0.146 0.655
C 0.294 -0.824 -0.778
C 1.165 -0.606 -1.997
N 1.696 -1.828 -2.563
N -1.538 -0.562 1.233
H -0.047 1.925 1.462
H 0.171 1.612 3.302
H -1.353 1.638 2.846
H 0.077 -0.903 2.449
H 1.771 -0.713 0.954
H 1.134 0.817 0.429
H 0.312 -1.940 -0.756
H -0.740 -0.507 -0.925
H 1.776 0.247 -1.817
H 0.445 -0.126 -2.834
H 1.186 -2.475 -3.034
H 2.675 -2.044 -2.303
H -2.187 -0.661 2.105
H -1.994 0.114 0.682
H -1.129 1.825 -0.438
H -2.359 2.271 -1.428
O -1.519 1.737 -1.411
*
```

## Properties
E_HOMO (alpha / beta) (hartree): -0.4591 / -0.4579
Largest force on an atom (eV/A): 6.44
Gap between HOMO and LUMO (alpha / beta) (eV): 9.22 / 4.14
Energy relative to the best compared isomer or geometry (same formula, charge and spin) (kJ/mol): 281.8

Here are the natural (NBO) charges for atoms 1 to 8, given in e:
1 C -0.664
2 C -0.083
3 C -0.371
4 C -0.396
5 C -0.320
6 N -0.256
7 N -0.839
8 H 0.195

6.
Here is a cluster of 8 separate species, C4H25NO7 in total at a distorted geometry from OMol25. Energies are from ωB97M-V with the def2-TZVPD basis set.

Geometry as ORCA input:
```
! RIJCOSX wB97M-V def2-TZVPD def2/J DEFGRID3
* xyz 0 1
C 0.486 -0.502 -0.892
C 0.447 1.003 -0.516
C 0.456 0.936 1.096
C 1.792 1.733 -0.711
N -0.746 -0.811 -1.698
H 0.345 -1.124 -0.018
H 1.324 -0.641 -1.554
H -0.470 1.528 -0.724
H 1.363 0.384 1.357
H -0.363 0.403 1.558
H 0.580 1.958 1.436
H 2.575 1.095 -0.326
H 2.067 1.874 -1.763
H 1.671 2.703 -0.240
H -1.481 -1.043 -1.050
H -0.621 -1.231 -2.596
H 0.459 1.602 -3.752
H -0.990 1.714 -3.824
O -0.206 2.229 -4.063
H 1.103 -2.014 2.532
H 0.033 -2.805 3.074
O 0.373 -2.553 2.202
H -1.824 -2.454 1.100
H -2.715 -1.444 1.742
O -2.224 -1.574 0.920
H 3.676 0.449 -1.358
H 3.844 -0.462 -2.498
O 3.778 -0.495 -1.536
H -2.771 0.803 0.887
H -1.533 1.626 0.358
O -2.423 1.683 0.730
H -1.706 3.122 3.181
H -2.233 1.734 2.725
O -1.789 2.205 3.445
H -1.162 -4.194 -0.420
H -0.167 -3.460 0.712
O -0.948 -3.978 0.484
*
```

## Properties
SMILES: CC(C)CN.O.O.O.O.O.O.O
E_HOMO (hartree): -0.3208
Largest force on an atom (eV/A): 4.67
Gap between HOMO and LUMO (eV): 8.90
Energy relative to the best compared isomer or geometry (same formula, charge and spin) (kJ/mol): 250.9

Here are the natural (NBO) charges for atoms 1 to 8, given in e:
1 C -0.237
2 C -0.217
3 C -0.624
4 C -0.603
5 N -0.915
6 H 0.198
7 H 0.208
8 H 0.192

7.
Here is the ion C12H22Br3N3OPS with charge +1 at a distorted geometry from OMol25. Energies are from ωB97M-V with the def2-TZVPD basis set.

Geometry as ORCA input:
```
! RIJCOSX wB97M-V def2-TZVPD def2/J DEFGRID3
* xyz 1 1
C 1.504 -2.164 2.600
C 1.016 -0.906 2.645
N 1.380 0.119 1.647
P 0.917 1.693 2.357
S 2.402 2.511 3.248
C 0.688 -0.100 0.463
N 1.319 -0.051 -0.669
C 2.743 0.233 -0.886
Br 3.874 -1.084 -0.031
C 3.138 1.670 -0.575
C 2.599 2.626 -1.661
N -0.691 -0.379 0.493
O -1.049 -1.746 0.508
C -0.668 -2.530 -0.628
C -1.492 -2.326 -1.893
C -2.991 -2.180 -1.642
C -1.586 0.548 -0.061
Br -1.366 1.250 -1.833
C -2.631 0.999 0.636
C -3.633 1.993 0.149
Br -2.908 0.351 2.382
H 2.022 -2.580 3.457
H 1.381 -2.811 1.736
H 0.274 -0.644 3.393
H -0.143 1.439 3.231
H 0.506 2.461 1.257
H 0.757 -0.231 -1.494
H 2.900 0.086 -1.950
H 2.729 1.992 0.379
H 4.220 1.726 -0.507
H 1.689 3.129 -1.339
H 2.328 2.085 -2.570
H 3.350 3.358 -1.943
H -0.826 -3.557 -0.299
H 0.399 -2.462 -0.864
H -1.090 -1.538 -2.532
H -1.352 -3.243 -2.470
H -3.296 -1.175 -1.365
H -3.518 -2.446 -2.557
H -3.306 -2.913 -0.901
H -4.123 1.643 -0.758
H -4.349 2.228 0.928
H -3.114 2.927 -0.079
*
```

## Properties
SMILES: C=CN([PH2]=S)/C(N[C@H](Br)CC)=[N+](OCCC)/C(Br)=C(/C)Br
E_HOMO (hartree): -0.4422
Largest force on an atom (eV/A): 2.81
Gap between HOMO and LUMO (eV): 7.29

Here are the natural (NBO) charges for atoms 1 to 8, given in e:
1 C -0.337
2 C -0.049
3 N -0.761
4 P 0.968
5 S -0.437
6 C 0.767
7 N -0.498
8 C -0.096

8.
Here is a structure of composition C21H21F4InO15P at a distorted geometry from OMol25. Energies are from ωB97M-V with the def2-TZVPD basis set.

Geometry as ORCA input:
```
! RIJCOSX wB97M-V def2-TZVPD def2/J DEFGRID3
* xyz -1 1
C 6.176 -0.271 -1.299
C 5.651 0.820 -1.400
In 4.302 2.444 -1.974
O 2.298 1.747 -1.955
C 1.606 2.139 -0.928
O 2.062 2.439 0.169
C 0.119 2.206 -1.168
C -0.620 3.298 -0.708
C -1.986 3.360 -0.948
C -2.634 2.340 -1.638
C -1.902 1.239 -2.073
C -0.529 1.180 -1.846
P 4.633 4.553 -0.588
O 4.332 5.807 -1.377
H 6.596 -1.253 -1.235
H 4.670 2.838 -3.628
H -0.127 4.101 -0.178
H -2.567 4.212 -0.615
H -3.698 2.403 -1.836
H -2.383 0.429 -2.610
H 0.042 0.336 -2.209
H 3.901 4.528 0.628
H 5.971 4.601 -0.125
C 4.812 -3.922 2.325
C 3.946 -3.045 1.443
O 4.884 -2.516 0.538
C 5.918 -3.384 0.434
O 6.754 -3.359 -0.403
O 5.850 -4.313 1.428
F 3.359 -2.042 2.137
H 5.235 -3.340 3.145
H 4.296 -4.796 2.715
H 3.174 -3.581 0.886
C 7.986 1.829 3.243
C 6.911 2.255 2.267
O 6.833 1.150 1.389
C 7.209 0.049 2.088
O 7.039 -1.079 1.773
O 7.828 0.413 3.250
F 7.278 3.360 1.580
H 8.975 2.092 2.864
H 7.855 2.232 4.244
H 5.931 2.424 2.717
C -6.462 -1.367 -1.771
C -5.020 -1.240 -2.220
O -5.044 -0.047 -2.985
C -6.048 0.734 -2.501
O -6.184 1.886 -2.739
O -6.863 0.010 -1.699
F -4.628 -2.267 -3.011
H -7.063 -1.888 -2.515
H -6.576 -1.848 -0.808
H -4.300 -1.126 -1.407
C -10.882 -3.247 1.304
C -9.926 -2.156 1.746
O -8.710 -2.570 1.151
C -9.011 -3.305 0.044
O -8.234 -3.583 -0.805
O -10.318 -3.647 0.052
F -9.779 -2.113 3.089
H -10.858 -4.086 2.001
H -11.905 -2.907 1.169
H -10.175 -1.157 1.386
*
```

## Properties
E_HOMO (hartree): -0.1781
Largest force on an atom (eV/A): 1.02
Gap between HOMO and LUMO (eV): 6.24

Here are the Mulliken charges for atoms 1 to 8, given in e:
1 C 0.203
2 C -1.109
3 In 0.823
4 O -0.754
5 C 0.423
6 O -0.648
7 C 0.376
8 C -0.407